{"formula": "C25H27BN5O6S2Tl", "method": "the ωB97M-V functional and the def2-TZVPD basis", "e_homo_ev": -7.60, "homo_lumo_gap_ha": 0.27585, "de_lowest_ev": 0.000, "e_lumo_ev": -0.093, "species": ["Tl", "C", "C", "O", "N", "C", "C", "C", "C", "C", "C", "N", "H", "H", "H", "H", "H", "H", "H", "H", "H", "H", "C", "C", "N", "O", "C", "C", "N", "O", "H", "H", "H", "H", "H", "H", "H", "S", "C", "N", "C", "C", "C", "C", "C", "C", "S", "H", "H", "H", "H", "O", "H", "H", "O", "B", "O", "C", "C", "C", "C", "C", "C", "H", "H", "H", "H"], "xyz": [[-3.470, -14.469, -15.237], [-5.884, -17.851, -16.295], [-5.169, -18.636, -15.247], [-5.686, -19.079, -14.205], [-3.822, -18.640, -15.437], [-2.868, -18.935, -14.387], [-1.562, -18.251, -14.657], [-0.529, -18.473, -13.711], [0.672, -17.826, -13.772], [0.852, -16.895, -14.864], [-0.177, -16.801, -15.817], [-1.368, -17.447, -15.705], [-6.263, -16.931, -15.861], [-6.781, -18.379, -16.586], [-5.345, -17.584, -17.172], [-3.430, -18.117, -16.195], [-2.726, -20.026, -14.312], [-3.293, -18.563, -13.490], [-0.856, -19.138, -12.906], [1.417, -18.011, -13.015], [1.715, -16.242, -14.963], [-0.086, -16.140, -16.682], [-4.501, -18.016, -11.378], [-4.649, -16.707, -12.081], [-3.737, -15.926, -12.570], [-2.462, -16.396, -12.313], [-6.069, -16.265, -12.352], [-7.190, -16.900, -11.615], [-6.122, -15.321, -13.215], [-7.435, -14.864, -13.330], [-3.419, -18.281, -11.246], [-4.879, -18.813, -12.007], [-5.083, -18.084, -10.434], [-1.867, -15.725, -12.632], [-7.127, -16.805, -10.530], [-7.100, -17.972, -11.845], [-8.127, -16.487, -11.944], [-1.098, -12.892, -14.878], [-0.351, -13.195, -13.360], [-0.535, -14.253, -12.612], [0.463, -14.378, -11.654], [0.573, -15.488, -10.865], [1.684, -15.540, -10.031], [2.638, -14.508, -9.936], [2.488, -13.406, -10.766], [1.398, -13.316, -11.583], [0.973, -12.118, -12.819], [-0.154, -16.337, -10.960], [1.749, -16.316, -9.271], [3.430, -14.564, -9.221], [3.239, -12.635, -10.858], [-4.159, -13.034, -13.065], [-4.102, -13.841, -12.565], [-3.333, -12.578, -12.943], [-8.882, -13.403, -14.515], [-7.742, -14.185, -14.440], [-7.079, -14.174, -15.645], [-7.732, -13.274, -16.429], [-7.529, -12.889, -17.739], [-8.377, -11.938, -18.270], [-9.437, -11.372, -17.579], [-9.655, -11.801, -16.270], [-8.822, -12.762, -15.754], [-6.694, -13.258, -18.356], [-8.239, -11.587, -19.308], [-10.112, -10.674, -18.080], [-10.567, -11.484, -15.694]]}

{"formula": "C25H27BrN3OSe2Ti", "method": "the ωB97M-V functional and the def2-TZVPD basis", "e_homo_ev": [-9.83, -9.83], "homo_lumo_gap_ha": [0.23012, 0.23015], "de_lowest_ev": 0.609, "charge": 1, "e_lumo_ev": [-3.567, -3.566], "species": ["Ti", "C", "C", "C", "C", "C", "C", "C", "C", "C", "H", "H", "H", "H", "H", "H", "H", "H", "H", "H", "H", "H", "Se", "Se", "C", "C", "C", "C", "C", "N", "C", "C", "C", "C", "C", "N", "H", "H", "H", "H", "H", "H", "H", "H", "O", "C", "C", "C", "N", "C", "Br", "C", "H", "H", "H", "H", "C", "H", "H", "H"], "xyz": [[-1.114, -0.079, -0.562], [-0.801, 0.555, 3.763], [0.347, 0.854, 2.834], [1.356, -0.087, 2.617], [2.453, 0.195, 1.808], [3.550, -0.821, 1.616], [2.532, 1.447, 1.208], [1.552, 2.414, 1.412], [1.674, 3.778, 0.783], [0.470, 2.102, 2.228], [-0.505, 0.721, 4.801], [-1.125, -0.484, 3.683], [-1.655, 1.205, 3.564], [1.298, -1.050, 3.110], [4.337, -0.683, 2.359], [4.012, -0.726, 0.633], [3.174, -1.838, 1.726], [3.390, 1.683, 0.584], [2.369, 4.401, 1.348], [0.713, 4.292, 0.760], [2.052, 3.715, -0.239], [-0.291, 2.856, 2.400], [-1.978, -2.280, -1.793], [-2.689, 0.668, -2.787], [-0.954, 1.131, -3.175], [-0.487, 1.824, -4.312], [0.787, 2.306, -4.315], [1.618, 2.120, -3.187], [1.139, 1.406, -2.137], [-0.120, 0.861, -2.149], [-3.382, -1.765, -0.666], [-4.655, -2.330, -0.598], [-5.525, -1.867, 0.362], [-5.131, -0.844, 1.233], [-3.881, -0.305, 1.088], [-3.021, -0.760, 0.155], [-1.159, 1.996, -5.140], [1.149, 2.863, -5.169], [2.613, 2.539, -3.147], [1.731, 1.248, -1.245], [-4.929, -3.118, -1.284], [-6.517, -2.295, 0.441], [-5.792, -0.468, 2.000], [-3.538, 0.506, 1.715], [3.173, -4.874, -0.871], [2.417, -3.771, -0.805], [2.561, -2.679, -1.652], [1.723, -1.601, -1.484], [0.767, -1.530, -0.544], [0.650, -2.609, 0.240], [-0.722, -2.557, 1.534], [1.429, -3.735, 0.173], [3.817, -4.809, -1.586], [3.303, -2.664, -2.439], [1.810, -0.762, -2.155], [1.277, -4.570, 0.840], [-1.754, 1.814, 0.005], [-1.887, 1.784, 1.094], [-2.677, 2.147, -0.457], [-0.959, 2.528, -0.222]]}

{"formula": "C25H27Cl3GeO4Se3Te2V", "method": "the ωB97M-V functional and the def2-TZVPD basis", "multiplicity": 2, "e_homo_ev": [-0.96, -0.64], "homo_lumo_gap_ha": [0.18416, 0.17240], "s2": 0.90, "de_lowest_ev": 0.000, "charge": -2, "e_lumo_ev": [4.049, 4.046], "species": ["V", "Cl", "C", "C", "C", "Cl", "C", "O", "C", "Cl", "C", "H", "H", "O", "C", "C", "O", "O", "C", "C", "C", "C", "C", "C", "C", "C", "C", "C", "C", "C", "H", "H", "H", "H", "H", "H", "H", "H", "H", "H", "H", "Se", "Te", "Te", "Se", "C", "Ge", "C", "C", "C", "Se", "C", "H", "H", "H", "H", "H", "H", "H", "H", "H", "H", "H", "H", "H", "H"], "xyz": [[2.004, 0.744, -0.461], [2.730, 5.043, 5.480], [2.764, 3.747, 4.281], [2.430, 2.460, 4.654], [2.500, 1.442, 3.717], [2.030, -0.161, 4.228], [2.919, 1.631, 2.380], [3.059, 0.682, 1.534], [3.187, 2.991, 2.066], [3.612, 3.315, 0.406], [3.134, 4.025, 2.976], [2.105, 2.245, 5.663], [3.381, 5.032, 2.669], [-1.399, -0.293, -0.436], [-1.312, 1.097, -0.730], [0.108, 1.561, -0.368], [0.549, 1.440, 0.859], [0.846, 2.228, -1.221], [-1.568, 1.373, -2.209], [-1.595, 0.335, -3.121], [-1.781, 0.587, -4.479], [-1.953, 1.883, -4.929], [-1.929, 2.935, -4.012], [-1.733, 2.680, -2.668], [-2.361, 1.827, 0.141], [-3.707, 1.656, -0.165], [-4.701, 2.277, 0.576], [-4.353, 3.100, 1.642], [-3.016, 3.276, 1.954], [-2.020, 2.645, 1.214], [-2.329, -0.545, -0.515], [-1.432, -0.678, -2.778], [-1.744, -0.237, -5.181], [-2.083, 2.081, -5.986], [-2.046, 3.956, -4.353], [-1.689, 3.501, -1.963], [-3.984, 1.041, -1.017], [-5.743, 2.128, 0.316], [-5.122, 3.599, 2.219], [-2.731, 3.908, 2.787], [-0.977, 2.768, 1.479], [4.106, 0.243, -1.237], [5.496, -1.531, -2.297], [2.382, -1.819, -4.200], [1.864, 0.030, -2.657], [0.455, -4.775, 1.721], [-0.007, -4.301, -0.108], [0.265, -5.877, -1.230], [-1.890, -3.813, -0.094], [0.971, -2.790, -0.817], [1.403, -1.406, 0.503], [2.999, -2.295, 1.162], [-0.371, -5.345, 2.153], [0.607, -3.869, 2.310], [1.362, -5.380, 1.769], [-0.407, -6.697, -0.963], [1.297, -6.218, -1.118], [0.111, -5.618, -2.280], [-2.504, -4.646, 0.259], [-2.233, -3.521, -1.089], [-2.018, -2.968, 0.586], [0.337, -2.294, -1.550], [1.896, -3.074, -1.316], [2.935, -3.346, 0.887], [3.023, -2.180, 2.242], [3.874, -1.838, 0.710]]}

{"formula": "C25H27FeN3S4", "method": "the ωB97M-V functional and the def2-TZVPD basis", "multiplicity": 5, "e_homo_ev": [-6.73, -7.09], "homo_lumo_gap_ha": [0.24576, 0.19733], "s2": 6.09, "e_lumo_ev": [-0.038, -1.717], "species": ["Fe", "S", "C", "C", "C", "C", "C", "C", "S", "C", "C", "C", "C", "C", "C", "C", "S", "C", "C", "C", "C", "C", "C", "S", "N", "H", "H", "H", "H", "H", "H", "H", "H", "H", "H", "H", "H", "H", "H", "H", "C", "C", "N", "C", "C", "N", "C", "C", "H", "H", "H", "H", "H", "H", "H", "H", "H", "H", "H", "H"], "xyz": [[0.073, 0.116, -0.307], [-2.998, 0.812, 1.617], [-3.893, -0.336, 0.640], [-5.177, -0.668, 1.111], [-5.986, -1.580, 0.471], [-5.553, -2.195, -0.698], [-4.299, -1.890, -1.185], [-3.459, -1.000, -0.513], [-1.883, -0.654, -1.292], [-1.341, -2.341, -1.679], [0.159, -2.479, -1.648], [0.715, -3.746, -1.782], [2.099, -3.876, -1.801], [2.869, -2.738, -1.822], [2.246, -1.471, -1.793], [2.969, -0.328, -2.142], [2.033, 1.038, 0.297], [1.556, 2.405, 1.300], [2.487, 3.074, 2.092], [2.098, 4.137, 2.891], [0.772, 4.557, 2.904], [-0.159, 3.911, 2.110], [0.228, 2.836, 1.313], [-0.928, 2.029, 0.264], [0.897, -1.372, -1.545], [-5.523, -0.183, 2.015], [-6.962, -1.804, 0.879], [-6.187, -2.888, -1.231], [-3.979, -2.337, -2.117], [-1.680, -2.617, -2.680], [-1.806, -3.029, -0.974], [0.067, -4.609, -1.844], [2.558, -4.854, -1.844], [3.944, -2.785, -1.918], [2.477, 0.605, -2.346], [4.035, -0.398, -2.282], [3.518, 2.744, 2.084], [2.832, 4.641, 3.505], [0.467, 5.384, 3.530], [-1.193, 4.232, 2.100], [1.376, -2.082, 1.653], [1.486, -2.915, 2.954], [0.354, -2.649, 3.837], [-0.873, -3.010, 3.137], [-1.001, -2.218, 1.813], [0.130, -1.287, 1.655], [0.166, -0.390, 2.831], [0.321, -1.215, 4.130], [1.368, -2.729, 0.773], [2.205, -1.383, 1.548], [2.404, -2.674, 3.492], [1.504, -3.985, 2.736], [-1.718, -2.799, 3.795], [-0.860, -4.086, 2.954], [-1.915, -1.634, 1.794], [-1.001, -2.892, 0.957], [-0.757, 0.185, 2.826], [0.996, 0.304, 2.689], [-0.508, -1.025, 4.814], [1.244, -0.956, 4.651]]}

Number 1: total energy -2687.897569 Eh. Number 2: total energy -9434.534146 Eh. Number 3: total energy -13411.738924 Eh. Number 4: total energy -3989.519346 Eh.